Entry 1:
Here is a molecular structure, C13H23BN2O8S3 from OMol25. Energies are from ωB97M-V/def2-TZVPD.

The total charge is 0. The HOMO-LUMO gap is 7.318 eV. As for the highest occupied orbital energy: -8.4 eV.

Element x y z (Å)
O  2.3672  -0.8699  5.8046
B  2.0628  -0.9067  4.4012
O  1.4500  0.2476  3.7688
C  2.4100  -2.1822  3.4086
C  2.7852  -1.5032  1.9795
C  4.2649  -1.0593  1.7130
C  4.6081  -0.3624  0.3520
C  3.4059  -0.1561  -0.6432
N  3.5806  0.5114  -1.9233
S  2.0065  0.4492  -2.5613
N  0.9817  -0.3316  -1.4445
C  1.9149  -0.6332  -0.3766
C  1.5950  -1.3273  0.9889
H  2.3978  0.0840  6.0794
H  2.1466  0.8923  3.4834
H  3.2906  -2.7685  3.8549
H  1.4582  -2.8388  3.3256
H  5.0979  -1.2047  2.4923
H  5.6540  0.0107  0.1053
H  0.5340  -1.6672  1.2633
O  0.5607  4.8385  -5.7761
S  0.2856  5.8330  -4.7738
O  1.3093  6.3232  -3.8874
O  -0.9826  5.3537  -3.8871
C  -0.9116  4.0853  -3.2344
C  0.0156  4.1224  -2.0333
C  -0.4848  7.2277  -5.5461
H  -0.6132  3.3047  -3.9408
H  -1.9228  3.8441  -2.8963
H  1.0489  4.3011  -2.3372
H  -0.0132  3.1752  -1.4902
H  -0.2660  4.9319  -1.3550
H  -1.2862  6.8782  -6.1957
H  0.2771  7.7419  -6.1325
H  -0.8683  7.8931  -4.7732
O  -2.5332  -4.7516  -0.4202
S  -2.8066  -3.7663  0.5910
O  -1.7802  -3.2778  1.4782
O  -4.0703  -4.2546  1.4790
C  -3.9941  -5.5271  2.1227
C  -3.0625  -5.4959  3.3207
C  -3.5815  -2.3678  -0.1693
H  -3.6966  -6.3022  1.4098
H  -5.0036  -5.7727  2.4628
H  -2.0307  -5.3130  3.0142
H  -3.0876  -6.4468  3.8572
H  -3.3436  -4.6917  4.0052
H  -4.3843  -2.7143  -0.8188
H  -2.8220  -1.8482  -0.7546
H  -3.9637  -1.7083  0.6093


Entry 2:
Here is 2 unconnected molecules or ions with the total composition C3H10OS from OMol25. Energies are from ωB97M-V/def2-TZVPD.

The total charge is 0. The HOMO-LUMO gap is 9.330 eV. As for the highest occupied orbital energy: -8.5 eV.

Element x y z (Å)
C  -3.2485  1.0556  -0.1967
O  -3.9433  2.3154  -0.3904
H  -4.0270  0.3346  0.0556
H  -2.8994  0.8404  -1.2145
H  -2.3710  1.1032  0.4372
H  -4.8051  2.0974  -0.7303
C  1.8410  -1.2922  1.6444
S  2.4502  -0.5300  0.0628
C  1.1047  -0.9590  -1.0942
H  0.7532  -1.2096  1.5321
H  2.1714  -0.7686  2.5306
H  1.9989  -2.3641  1.6485
H  0.1421  -1.0181  -0.5845
H  0.9857  0.0278  -1.5625
H  1.3331  -1.7019  -1.8469


Entry 3:
Here is a molecular structure, C11H30Cl2O4P3V from OMol25. Energies are from ωB97M-V/def2-TZVPD.

The spin multiplicity is 2. The total charge is +3. The HOMO-LUMO gap (alpha / beta) is 6.346 / 7.065 eV. As for the highest occupied orbital energy (alpha / beta): -19.9 / -19.9 eV.

Element x y z (Å)
C  -4.3542  -0.3472  -4.0306
C  -3.5039  0.0109  -2.8694
H  -5.2649  0.2684  -4.1073
H  -4.6391  -1.4069  -3.9537
H  -3.7490  -0.2045  -4.9325
O  -3.6248  0.8748  -2.0269
Cl  -2.0398  -1.1195  -2.8295
V  0.0880  -0.4979  -0.4675
P  -1.4869  -1.5149  1.0183
C  -1.9498  -0.7989  2.6170
C  -3.0157  -1.7802  0.1306
H  -3.7504  -2.2657  0.7899
H  -1.6699  -3.6553  2.1793
H  -2.7918  -2.4260  -0.7331
H  -1.0931  -3.8264  0.4790
H  -2.6679  0.0102  2.4528
H  -3.4028  -0.8243  -0.2570
C  -1.0014  -3.2470  1.4057
H  -2.4152  -1.5740  3.2382
H  0.0473  -3.3026  1.7217
H  -1.0586  -0.3884  3.1072
P  1.0603  1.1937  -1.7416
C  1.3189  2.9067  -1.2076
C  2.7162  0.6606  -2.3123
H  -0.1232  0.3241  -3.6046
H  0.4654  1.9931  -3.9325
H  -0.9740  1.6964  -2.8787
C  0.0108  1.3293  -3.1928
H  2.6386  -0.3410  -2.7447
H  3.0827  1.3760  -3.0544
H  1.6073  3.5126  -2.0800
H  2.1169  2.9505  -0.4509
H  3.4005  0.6186  -1.4553
H  0.3908  3.3040  -0.7691
Cl  1.0460  -2.3299  -1.3203
C  1.2777  3.0399  2.0628
O  0.6017  1.8010  1.8597
P  1.2534  0.3704  1.2928
O  2.8579  0.7749  1.3244
C  4.0058  0.1780  1.9709
O  1.0578  -0.3404  2.7869
C  1.5128  -1.5960  3.3157
H  0.6947  3.7867  1.5378
H  2.3008  3.1293  1.6991
H  1.2479  3.1999  3.1352
H  4.3139  -0.7435  1.4544
H  4.8387  0.9238  1.8581
H  3.8046  0.0116  3.0504
H  2.5481  -1.8341  3.0271
H  1.4571  -1.4739  4.4105
H  0.8139  -2.4068  3.0268


Entry 4:
Here is 2 unconnected molecules or ions with the total composition H2N2O2S from OMol25. Energies are from ωB97M-V/def2-TZVPD.

The total charge is 0. The HOMO-LUMO gap (alpha / beta) is 8.838 / 7.563 eV. As for the highest occupied orbital energy (alpha / beta): -9.6 / -8.7 eV.

Element x y z (Å)
N  -0.8870  -0.7961  -0.1384
N  1.2562  0.0384  0.0487
O  2.2132  -0.7083  0.0081
O  1.1171  1.2224  0.1874
S  -1.4189  0.7471  -0.1254
H  -1.0764  -1.1962  -1.1108
H  -1.2043  0.6927  1.1304


Entry 5:
Here is C6H13NO in the gas phase from OMol25. Energies are from ωB97M-V/def2-TZVPD.

The total charge is 0. The HOMO-LUMO gap is 10.312 eV. As for the highest occupied orbital energy: -9.3 eV.

Element x y z (Å)
C  -0.2312  -0.3907  0.7061
C  1.2814  0.0321  -1.2276
C  0.6393  -0.7094  1.9145
C  0.4892  -0.3328  -2.4707
N  -1.7837  0.1164  1.1276
C  0.2186  0.7264  -0.0880
C  0.0792  2.0304  -0.0237
O  -2.5497  -1.0835  1.3329
H  -3.1677  -1.1009  0.5917
H  -1.7002  0.4994  2.0693
H  -0.4533  -1.2830  0.1163
H  2.0175  0.8086  -1.4320
H  1.8072  -0.8333  -0.8245
H  0.0841  -1.3548  2.5942
H  1.5524  -1.2163  1.6079
H  0.9083  0.2014  2.4469
H  0.5673  2.6783  -0.7352
H  -0.6175  2.4883  0.6595
H  -0.2767  -1.0733  -2.2403
H  -0.0051  0.5447  -2.8838
H  1.1407  -0.7482  -3.2410


Entry 6:
Here is 2 unconnected molecules or ions with the total composition C2H2BrO3 from OMol25. Energies are from ωB97M-V/def2-TZVPD.

The total charge is -1. The HOMO-LUMO gap is 8.290 eV. As for the highest occupied orbital energy: -4.7 eV.

Element x y z (Å)
C  0.8337  -0.6104  0.2094
C  0.4554  0.7143  -0.5168
O  -0.3015  -1.3566  0.2797
O  1.8750  -0.9353  0.6047
O  1.2190  1.6723  -0.3525
Br  -2.5702  0.8050  0.4939
H  -0.4561  0.5202  -1.1587
H  -1.0553  -0.8096  0.4402


The records above yield F_max values of 0.11276; 0.04997; 0.18607; 0.04674; 0.10902; 0.09363 Eh/bohr, respectively.